No. 1
{
  "formula": "C20H29N3O3S",
  "method": "ωB97M-V/def2-TZVPD",
  "total_charge": 0,
  "mol_weight_g_mol": 391.5,
  "total_energy_ev": -42657.332,
  "spin_multiplicity": 1,
  "e_above_lowest_ev": 2.682,
  "symbols": ["C", "C", "C", "C", "C", "O", "N", "C", "C", "C", "N", "C", "O", "C", "C", "C", "C", "C", "C", "N", "O", "C", "C", "C", "C", "S", "C", "H", "H", "H", "H", "H", "H", "H", "H", "H", "H", "H", "H", "H", "H", "H", "H", "H", "H", "H", "H", "H", "H", "H", "H", "H", "H", "H", "H", "H"],
  "xyz": [[3.3010, -3.6947, -2.2456], [1.8951, -3.2960, -2.6693], [1.7477, -1.8094, -2.9827], [0.3768, -1.4670, -3.5946], [-0.7869, -1.9219, -2.7236], [-1.1989, -3.0641, -2.8604], [-1.2743, -1.1041, -1.7423], [-2.2298, -1.6782, -0.8058], [-1.1006, 0.3418, -1.7013], [-0.6607, 0.8560, -0.3227], [-1.8879, 1.3480, 0.3029], [-2.0678, 1.6689, 1.6060], [-3.1590, 2.0320, 2.0251], [-0.8739, 1.5625, 2.4929], [-1.0086, 1.8031, 3.7937], [0.0769, 1.7407, 4.7515], [0.1171, 1.9384, 6.0929], [1.4801, 1.7257, 6.4334], [2.1242, 1.8058, 7.7793], [2.1851, 1.4277, 5.3767], [1.3067, 1.4345, 4.3089], [-3.0085, 1.4632, -0.6236], [-2.3929, 1.1116, -1.9620], [-2.4318, 2.0907, -3.1023], [-3.2223, 0.8111, -3.1651], [2.0884, -0.7428, -1.5339], [3.8049, -0.2821, -1.8457], [3.3652, -4.7725, -2.0962], [4.0399, -3.4198, -3.0027], [3.5775, -3.2146, -1.3056], [1.5995, -3.8560, -3.5615], [1.1795, -3.5733, -1.8934], [2.4995, -1.5261, -3.7248], [0.3571, -0.4108, -3.8558], [0.2694, -2.0380, -4.5173], [-2.1195, -2.7571, -0.8111], [-2.0418, -1.2939, 0.1964], [-3.2585, -1.4372, -1.0872], [-0.3460, 0.6069, -2.4308], [-0.1947, 0.0588, 0.2547], [0.0709, 1.6592, -0.4428], [0.0911, 1.3032, 2.0792], [-1.9890, 2.0654, 4.1741], [-0.6998, 2.1963, 6.7440], [1.3897, 2.0660, 8.5386], [2.5746, 0.8506, 8.0458], [2.9097, 2.5601, 7.7840], [-3.8091, 0.7790, -0.3295], [-3.4220, 2.4732, -0.5998], [-2.9774, 3.0125, -2.9506], [-1.5524, 2.1748, -3.7278], [-2.8754, 0.0256, -3.8249], [-4.2975, 0.8772, -3.0627], [4.0927, 0.4063, -1.0528], [4.4658, -1.1457, -1.8187], [3.9008, 0.2281, -2.8033]],
  "forces_ev_per_angstrom": [[0.00, -0.01, 0.01], [0.00, -0.02, -0.01], [-0.02, 0.04, -0.01], [-0.03, 0.05, -0.09], [0.07, -0.10, 0.03], [-0.01, 0.02, 0.02], [0.09, 0.00, 0.10], [-0.11, 0.03, -0.10], [0.02, 0.03, 0.03], [-0.01, 0.00, -0.01], [0.02, 0.00, 0.02], [-0.05, 0.02, -0.01], [0.01, 0.00, 0.01], [0.03, 0.00, -0.01], [-0.04, 0.01, -0.02], [0.03, 0.00, 0.02], [-0.04, 0.01, -0.01], [0.03, -0.01, -0.02], [0.00, 0.00, 0.01], [-0.01, 0.00, 0.02], [0.00, 0.00, -0.01], [-0.01, 0.00, -0.01], [0.01, -0.02, -0.02], [-0.01, -0.02, 0.02], [0.01, 0.02, 0.01], [0.02, -0.01, 0.00], [0.01, 0.00, 0.00], [0.00, 0.00, 0.00], [0.00, 0.00, 0.00], [0.00, 0.00, 0.00], [0.00, 0.00, 0.00], [0.00, 0.00, 0.01], [0.00, 0.00, 0.00], [-0.02, -0.01, 0.00], [0.01, -0.01, 0.01], [0.01, 0.00, 0.01], [0.00, 0.01, 0.00], [0.01, -0.02, -0.01], [-0.01, 0.00, 0.01], [-0.01, 0.00, 0.01], [0.01, -0.01, -0.01], [0.00, 0.00, 0.00], [0.01, 0.00, 0.01], [0.00, 0.00, 0.00], [0.00, 0.00, 0.00], [0.00, 0.00, 0.00], [0.00, 0.00, 0.00], [0.01, -0.01, -0.01], [0.00, 0.00, 0.01], [0.02, 0.01, -0.01], [-0.01, 0.02, 0.00], [-0.02, 0.00, 0.00], [0.00, -0.01, -0.01], [0.00, 0.00, 0.00], [-0.01, 0.01, 0.00], [0.00, 0.00, 0.00]]
}

No. 2
{
  "formula": "C6H15NO",
  "method": "ωB97M-V/def2-TZVPD",
  "total_charge": 0,
  "mol_weight_g_mol": 117.2,
  "total_energy_ev": -10002.092,
  "spin_multiplicity": 1,
  "e_above_lowest_ev": 1.665,
  "symbols": ["C", "C", "N", "C", "C", "C", "C", "H", "H", "H", "H", "H", "H", "H", "H", "H", "H", "H", "H", "H", "O", "H", "H"],
  "xyz": [[0.2529, -0.9461, 2.3720], [0.6064, -0.0030, 1.1853], [0.3566, -0.6597, -0.1126], [-0.7695, -0.0255, -0.8804], [-0.1584, 0.7257, -2.0634], [1.3659, 0.6335, -1.8737], [1.5092, -0.6381, -1.0041], [-0.7451, -0.7281, 2.7462], [1.0289, -0.8090, 3.1175], [0.2203, -1.9615, 1.9941], [0.0267, 0.9200, 1.2499], [1.6678, 0.2166, 1.2872], [-1.2850, 0.6789, -0.2355], [-1.4573, -0.8416, -1.0691], [-0.3210, 0.1894, -2.9927], [-0.5042, 1.7586, -2.1199], [1.8307, 1.4069, -1.2596], [1.8985, 0.6220, -2.8263], [1.5185, -1.5473, -1.6152], [2.4344, -0.5995, -0.4255], [-3.1352, 0.7723, 1.2048], [-2.8982, 0.9803, 2.1107], [-3.4430, -0.1446, 1.2101]],
  "forces_ev_per_angstrom": [[-0.07, 0.73, -0.90], [-0.28, -0.99, 0.08], [-0.15, 0.91, 0.06], [0.70, -0.23, 1.12], [0.69, -0.25, -0.27], [0.20, -0.36, 0.76], [0.21, 0.00, -0.52], [0.03, 0.06, 0.34], [-0.25, -0.26, 0.49], [0.29, -0.20, 0.09], [0.20, 0.12, 0.12], [0.08, 0.27, -0.18], [-0.12, -0.12, 0.11], [-0.32, 0.14, -0.78], [-0.55, 0.20, -0.27], [-0.13, -0.18, -0.21], [-0.42, 0.50, -0.16], [0.02, -0.17, 0.09], [0.01, 0.05, -0.02], [-0.04, -0.26, -0.06], [-0.19, -0.16, -0.14], [-0.02, -0.07, 0.16], [0.12, 0.26, 0.09]]
}

No. 3
{
  "formula": "C38H54N14O5S2Sr",
  "method": "ωB97M-V/def2-TZVPD",
  "total_charge": 0,
  "mol_weight_g_mol": 938.7,
  "total_energy_ev": -93893.317,
  "spin_multiplicity": 1,
  "e_above_lowest_ev": 0.837,
  "symbols": ["Sr", "O", "C", "C", "C", "N", "C", "C", "C", "O", "O", "C", "O", "O", "H", "H", "H", "N", "C", "N", "C", "N", "C", "C", "N", "C", "C", "N", "H", "H", "H", "H", "H", "N", "C", "C", "C", "C", "C", "C", "H", "H", "H", "H", "H", "H", "H", "C", "C", "C", "C", "N", "C", "S", "N", "C", "C", "C", "C", "H", "H", "H", "H", "H", "H", "H", "H", "H", "H", "H", "H", "H", "H", "H", "H", "H", "H", "H", "H", "C", "C", "C", "N", "N", "C", "N", "S", "H", "H", "H", "H", "H", "H", "H", "C", "C", "N", "C", "C", "N", "C", "C", "H", "H", "H", "H", "H", "H", "H", "H", "H", "H", "H", "H"],
  "xyz": [[0.7701, 0.5829, 0.4600], [3.3599, 5.6613, -0.5722], [2.3977, 4.7136, -0.4341], [1.9903, 3.9167, -1.5048], [1.0164, 2.9728, -1.2553], [0.4785, 2.8384, -0.0366], [0.9033, 3.5644, 1.0013], [1.8572, 4.5503, 0.8418], [0.3282, 3.0745, 2.3679], [0.1655, 3.8948, 3.2539], [0.1417, 1.8042, 2.3920], [0.5237, 1.8993, -2.2859], [0.6779, 2.0918, -3.4802], [0.0050, 0.8689, -1.7212], [3.6722, 5.6753, -1.4830], [2.4234, 3.9986, -2.4943], [2.1994, 5.1444, 1.6764], [-1.0207, -2.4576, 3.5074], [-1.0498, -1.3359, 2.7890], [-0.1589, -1.4184, 1.8209], [0.3992, -2.6371, 2.0112], [-0.0881, -3.3142, 3.0263], [1.5313, -3.1133, 1.1847], [2.2637, -4.2301, 1.5715], [3.3249, -4.6440, 0.8905], [3.6368, -3.9306, -0.1863], [2.9006, -2.8254, -0.5860], [1.8427, -2.4008, 0.0988], [-1.5697, -2.7039, 4.3131], [-1.6860, -0.4901, 2.9940], [1.9760, -4.7881, 2.4533], [4.5037, -4.2398, -0.7574], [3.1627, -2.2736, -1.4756], [-1.1239, -2.4545, -1.1516], [-1.3534, -3.0830, -2.3746], [-2.4459, -2.7155, -3.1617], [-2.7041, -3.3804, -4.3494], [-1.8843, -4.4148, -4.7820], [-0.7946, -4.7753, -4.0003], [-0.5284, -4.1210, -2.8079], [-0.1532, -2.4249, -0.8744], [-1.5793, -1.5562, -1.0612], [-3.0839, -1.9025, -2.8346], [-3.5571, -3.0799, -4.9451], [-2.0870, -4.9258, -5.7129], [-0.1432, -5.5807, -4.3171], [0.3236, -4.4108, -2.2032], [-6.4640, 2.6491, -1.1301], [-5.6876, 3.9529, -0.9912], [-5.0056, 4.1670, 0.3586], [-3.9533, 3.1230, 0.7095], [-4.5740, 1.9087, 1.2297], [-4.1576, 0.6543, 1.0005], [-2.9437, 0.3016, -0.1146], [-4.8372, -0.3092, 1.6649], [-4.5119, -1.7287, 1.6803], [-5.7299, -2.6056, 1.4055], [-6.0716, -2.7645, -0.0749], [-6.4529, -1.4774, -0.7953], [-6.9937, 2.6149, -2.0827], [-7.2086, 2.5427, -0.3361], [-5.8094, 1.7781, -1.0915], [-6.3621, 4.7945, -1.1698], [-4.9244, 3.9989, -1.7735], [-5.7576, 4.2125, 1.1565], [-4.5154, 5.1431, 0.3548], [-3.2461, 3.5066, 1.4494], [-3.3747, 2.8410, -0.1698], [-5.2772, 2.0451, 1.9403], [-5.5678, -0.0150, 2.2949], [-4.0701, -1.9794, 2.6506], [-3.7472, -1.8914, 0.9197], [-6.5953, -2.2093, 1.9504], [-5.5321, -3.5943, 1.8275], [-6.8918, -3.4821, -0.1592], [-5.2119, -3.2161, -0.5800], [-7.2697, -0.9606, -0.2843], [-6.7832, -1.6904, -1.8126], [-5.6115, -0.7879, -0.8669], [7.0712, 1.0555, -2.7796], [5.8475, 1.8845, -3.1614], [4.5730, 1.1388, -2.9080], [4.0256, 1.0717, -1.7433], [2.9004, 0.2727, -1.7260], [2.6167, -0.2100, -2.8999], [1.5290, -1.0209, -3.1038], [3.7381, 0.2364, -4.1201], [7.9902, 1.6112, -2.9640], [7.1142, 0.1313, -3.3573], [7.0353, 0.7910, -1.7230], [5.9009, 2.1758, -4.2120], [5.8091, 2.8022, -2.5730], [0.7206, -0.6641, -2.5850], [1.2912, -1.1722, -4.0731], [4.2056, -0.6353, 1.7051], [5.3877, -0.4738, 2.6957], [5.0354, 0.4586, 3.7647], [3.8490, -0.0343, 4.4648], [2.6594, -0.1903, 3.4808], [3.0758, 0.2085, 2.1251], [3.5415, 1.6127, 2.1742], [4.7222, 1.7551, 3.1678], [3.8606, -1.6704, 1.6842], [4.4785, -0.3509, 0.6867], [6.2755, -0.0901, 2.1893], [5.6535, -1.4316, 3.1476], [3.6067, 0.6720, 5.2605], [4.1010, -0.9881, 4.9325], [1.8024, 0.4254, 3.7593], [2.3298, -1.2322, 3.4359], [2.7041, 2.2342, 2.4895], [3.8336, 1.8989, 1.1591], [4.4706, 2.4508, 3.9699], [5.6189, 2.1306, 2.6713]],
  "forces_ev_per_angstrom": [[0.70, -2.28, 0.50], [-0.01, -0.04, -0.01], [0.12, 0.17, 0.04], [-0.07, 0.01, 0.04], [-0.51, -0.16, -0.03], [0.15, 0.90, -0.42], [-0.35, -0.12, -0.01], [-0.09, -0.06, -0.13], [0.24, -0.03, -0.40], [0.00, 0.09, 0.17], [-0.09, 0.67, 0.36], [-0.28, 0.20, 0.45], [0.31, 0.18, -0.11], [-0.10, 0.39, -0.78], [-0.02, 0.00, -0.03], [0.01, 0.03, 0.00], [0.00, 0.04, 0.01], [0.13, -0.23, 0.02], [0.09, 0.13, -0.18], [-0.35, -0.01, 0.33], [0.40, -0.22, -0.24], [-0.20, 0.19, 0.09], [-0.25, 0.14, 0.14], [0.04, -0.09, 0.03], [-0.06, 0.07, -0.01], [0.06, -0.03, -0.05], [-0.12, 0.04, -0.06], [0.00, -0.16, 0.23], [0.02, -0.03, 0.00], [-0.01, 0.03, -0.03], [0.02, 0.00, 0.01], [0.00, -0.04, 0.01], [0.00, 0.06, -0.03], [0.01, -0.07, -0.11], [0.00, 0.08, 0.09], [0.00, -0.07, -0.05], [-0.04, 0.02, 0.00], [0.03, 0.03, 0.04], [0.02, -0.02, 0.01], [0.00, -0.01, -0.07], [0.00, 0.04, -0.01], [-0.02, -0.04, 0.12], [-0.01, 0.02, 0.01], [0.00, 0.00, -0.02], [-0.01, -0.02, -0.01], [0.00, 0.00, -0.02], [0.00, -0.01, 0.01], [-0.04, -0.07, 0.01], [0.01, 0.04, -0.04], [0.02, 0.02, 0.01], [0.00, -0.04, -0.03], [0.08, 0.02, 0.15], [0.05, -0.22, -0.21], [0.11, 0.23, 0.06], [0.10, 0.01, 0.14], [-0.05, 0.06, -0.11], [0.01, 0.00, 0.01], [0.02, -0.04, -0.02], [-0.02, 0.08, -0.01], [-0.01, 0.02, -0.01], [0.00, 0.01, 0.01], [0.03, 0.01, -0.01], [0.00, 0.00, -0.01], [0.00, 0.01, 0.00], [0.00, 0.01, 0.00], [0.00, 0.00, 0.00], [-0.02, 0.02, 0.01], [-0.02, 0.00, 0.02], [0.00, 0.02, -0.02], [-0.01, -0.01, -0.01], [-0.05, -0.03, 0.03], [0.01, 0.01, 0.04], [0.00, -0.01, 0.01], [0.00, 0.00, 0.00], [0.01, -0.01, -0.01], [-0.01, -0.02, 0.00], [0.00, -0.01, 0.01], [-0.01, -0.02, 0.00], [0.02, -0.01, 0.01], [0.07, -0.02, 0.02], [-0.07, -0.02, -0.09], [0.21, 0.24, 0.29], [-0.19, -0.26, -0.09], [0.23, 0.41, 0.44], [-0.60, -0.40, 0.08], [0.28, 0.04, -0.15], [0.12, -0.01, -0.33], [0.00, 0.01, 0.00], [-0.01, -0.01, -0.01], [-0.01, 0.00, 0.01], [-0.01, 0.01, 0.01], [0.02, -0.01, 0.03], [-0.04, 0.10, -0.02], [0.01, 0.00, 0.01], [-0.03, -0.02, 0.01], [0.01, -0.01, -0.01], [0.00, -0.01, 0.00], [-0.02, 0.00, 0.02], [0.01, -0.05, -0.03], [-0.01, 0.15, -0.05], [-0.01, -0.05, -0.08], [0.00, 0.01, -0.01], [0.02, -0.01, 0.01], [0.00, 0.01, 0.00], [0.01, 0.00, 0.00], [0.00, 0.00, 0.01], [0.01, 0.00, 0.01], [0.00, -0.01, 0.01], [0.01, 0.01, 0.02], [-0.02, 0.00, 0.00], [0.02, -0.04, -0.03], [-0.02, 0.04, 0.01], [0.01, 0.00, 0.00], [-0.01, 0.00, -0.01]]
}